{"formula": "AsF6H24O12", "method": "the ωB97M-V functional and the def2-TZVPD basis", "de_lowest_ev": 1.478, "multiplicity": 1, "charge": -1, "gap_ev": 9.1, "lumo_ha": 0.0626, "elements": ["As", "F", "F", "F", "F", "F", "F", "O", "H", "H", "O", "H", "H", "O", "H", "H", "O", "H", "H", "O", "H", "H", "O", "H", "H", "O", "H", "H", "O", "H", "H", "O", "H", "H", "O", "H", "H", "O", "H", "H", "O", "H", "H"], "coordinates": [[22.254220, 22.167210, -13.473770], [21.133240, 23.547500, -13.958030], [23.015250, 22.058860, -15.119340], [23.299450, 20.817770, -12.823760], [21.578520, 22.204460, -11.838580], [20.967460, 20.974130, -13.907130], [23.553520, 23.323060, -12.989590], [23.213970, 21.789110, -8.996980], [23.367490, 21.401330, -8.135410], [22.451180, 21.322040, -9.337900], [21.056730, 24.977150, -10.779350], [21.544570, 25.012420, -9.956550], [21.388180, 24.195600, -11.221550], [22.175820, 17.825540, -11.593610], [21.813580, 17.193780, -10.972410], [21.954340, 18.680060, -11.223500], [25.681610, 22.232460, -16.141440], [24.751730, 22.083030, -15.970480], [25.957790, 21.469720, -16.649560], [22.952970, 24.834450, -16.266830], [22.365300, 24.396000, -15.651480], [23.827140, 24.700820, -15.900490], [20.081970, 19.908390, -16.097030], [20.612660, 19.169000, -16.393490], [20.569590, 20.272900, -15.358390], [19.534920, 25.683480, -15.614810], [20.147020, 26.014470, -16.272090], [20.072270, 25.544330, -14.834980], [18.031580, 23.412720, -13.779470], [18.844740, 23.510730, -14.274860], [18.215620, 23.820130, -12.933080], [25.668720, 25.503290, -13.440800], [25.120810, 24.756820, -13.198300], [26.202660, 25.671360, -12.664340], [20.946230, 20.060290, -10.495950], [20.019400, 19.910260, -10.309670], [20.950460, 20.775640, -11.131940], [18.896460, 19.214430, -13.164530], [18.998910, 19.857130, -13.866430], [19.552870, 18.544300, -13.355050], [24.635420, 20.460100, -10.817620], [24.348150, 21.145400, -10.214240], [24.080650, 20.572040, -11.589590]], "forces_ev_per_a": [[1.03, -0.10, -0.32], [1.70, -1.82, 0.46], [-1.38, 0.03, 2.05], [-1.98, 1.51, -2.46], [0.17, 0.72, -0.87], [1.69, 1.58, 0.63], [-1.71, -1.06, -0.58], [-0.05, 0.77, 0.47], [0.09, -0.12, 0.19], [-0.47, -0.39, -0.30], [-0.28, 0.32, 0.01], [0.14, -0.02, 0.17], [0.11, -0.30, -0.16], [0.25, -0.72, -0.52], [-0.04, -0.09, 0.12], [-0.21, 0.52, 0.23], [0.35, 0.18, -0.10], [-0.36, -0.01, 0.18], [0.09, -0.14, -0.09], [-0.17, 0.32, -0.32], [-0.19, -0.21, 0.16], [0.32, -0.02, 0.10], [-0.40, -0.26, -0.48], [0.07, -0.17, -0.12], [0.24, 0.23, 0.09], [-0.34, -0.01, -0.05], [0.26, 0.03, -0.19], [0.20, -0.01, 0.26], [-0.37, -0.18, 0.05], [0.25, 0.04, -0.25], [0.09, 0.09, 0.22], [0.10, 0.29, -0.20], [-0.27, -0.35, 0.03], [0.12, 0.02, 0.14], [0.16, -0.11, 0.78], [-0.27, -0.18, -0.06], [0.00, 0.26, -0.40], [-0.38, -0.15, 0.46], [-0.06, 0.16, -0.25], [0.27, -0.12, -0.01], [0.97, -0.55, 0.46], [-0.04, 0.13, 0.26], [0.30, -0.10, 0.20]]}

{"formula": "B2H72NiO32", "method": "the ωB97M-V functional and the def2-TZVPD basis", "de_lowest_ev": 0.185, "multiplicity": 3, "charge": 0, "gap_ev": [8.3, 8.3], "lumo_ha": [-0.0421, -0.0425], "elements": ["Ni", "B", "H", "H", "H", "H", "B", "H", "H", "H", "H", "O", "H", "H", "O", "H", "H", "O", "H", "H", "O", "H", "H", "O", "H", "H", "O", "H", "H", "O", "H", "H", "O", "H", "H", "O", "H", "H", "O", "H", "H", "O", "H", "H", "O", "H", "H", "O", "H", "H", "O", "H", "H", "O", "H", "H", "O", "H", "H", "O", "H", "H", "O", "H", "H", "O", "H", "H", "O", "H", "H", "O", "H", "H", "O", "H", "H", "O", "H", "H", "O", "H", "H", "O", "H", "H", "O", "H", "H", "O", "H", "H", "O", "H", "H", "O", "H", "H", "O", "H", "H", "O", "H", "H", "O", "H", "H"], "coordinates": [[-1.829902, -0.093148, 0.456917], [0.359932, 0.096012, 0.265946], [0.369416, -0.462796, -0.657027], [1.357991, 0.365371, 0.575101], [-0.273840, 0.969165, 0.252317], [-0.123552, -0.552688, 0.979861], [-2.283963, 0.828401, -1.413650], [-2.170694, 1.640566, -0.712358], [-2.785200, 1.295834, -2.247022], [-1.335006, 0.397258, -1.692599], [-2.924318, 0.035678, -1.058990], [1.851030, -3.600222, -1.973776], [1.892246, -2.661180, -1.792854], [2.297508, -3.702501, -2.814278], [4.600120, 1.435031, -3.296490], [4.485893, 1.141932, -2.392457], [3.898487, 2.071712, -3.432831], [-2.770403, 3.809583, -1.889616], [-2.562907, 2.902646, -1.664595], [-2.112792, 4.051536, -2.541720], [0.639866, 0.553560, 3.595414], [0.775796, 0.389488, 2.662217], [0.517748, 1.500920, 3.657219], [4.410655, 0.728944, -0.746860], [4.293132, 1.164002, 0.097621], [5.227596, 0.239061, -0.652828], [1.683411, -2.687919, 1.751075], [1.303804, -1.854383, 1.472944], [2.380501, -2.857473, 1.117399], [-4.004487, -0.214076, 0.900017], [-4.709320, 0.171523, 0.379660], [-4.446934, -0.594880, 1.658599], [0.234194, 2.129072, -3.815047], [0.742676, 2.331563, -3.029761], [-0.069548, 1.231523, -3.679443], [-1.962563, 1.696807, 1.766937], [-1.678509, 2.492300, 1.316683], [-2.274347, 2.001667, 2.619046], [-2.664641, -4.463817, 0.460033], [-3.340011, -4.422769, 1.137102], [-2.366885, -5.373440, 0.472900], [-1.638722, -1.997998, -0.398967], [-1.325387, -2.133946, -1.293158], [-1.994516, -2.847314, -0.137614], [1.943062, 5.188543, -1.743629], [1.500163, 4.387167, -1.464586], [2.685354, 5.273322, -1.145254], [4.277242, 3.029069, 0.517863], [4.768579, 3.338527, 1.278819], [4.947338, 2.712642, -0.087999], [2.255844, 4.555952, 3.746701], [2.908478, 3.951446, 4.100069], [1.502424, 4.002452, 3.541257], [-2.184883, 4.688875, 3.297870], [-2.494335, 5.175279, 4.061996], [-2.910081, 4.105182, 3.075112], [-1.945529, -1.222088, 2.410121], [-2.173839, -2.075038, 2.779671], [-1.782183, -0.666332, 3.172141], [-2.302223, 0.468495, 4.455889], [-1.580516, 0.791546, 4.995338], [-3.089382, 0.673250, 4.960561], [-0.884217, -3.463825, -2.733319], [-0.874841, -3.571488, -3.684409], [-0.006048, -3.722560, -2.453852], [-1.484810, 4.276910, -4.298756], [-1.026053, 3.503299, -3.971202], [-1.441723, 4.195979, -5.251551], [2.870490, 5.525920, 1.532237], [3.316495, 4.689303, 1.400434], [2.503944, 5.466098, 2.414446], [-2.155767, -4.084795, 3.495593], [-1.577944, -4.269657, 2.755205], [-1.982473, -4.791468, 4.117543], [1.123599, 2.318244, -1.221171], [0.753088, 1.557311, -0.774028], [2.069193, 2.229937, -1.101643], [-4.488826, -0.588109, -3.073392], [-4.728999, -1.339900, -2.531773], [-3.991901, -0.018348, -2.486313], [-4.063997, -3.382047, -2.175620], [-3.137316, -3.620228, -2.147803], [-4.321811, -3.313260, -1.256368], [0.205286, -4.903419, 2.233580], [0.024821, -5.183425, 1.336214], [0.624379, -4.048123, 2.138404], [3.486756, -3.550872, 0.042232], [2.942290, -3.704361, -0.729930], [4.377600, -3.484522, -0.301618], [2.398107, -0.901194, -1.817662], [3.156584, -0.476406, -1.417017], [1.651901, -0.596664, -1.301262], [-0.844186, -0.489764, -3.908138], [-1.400328, -0.377752, -3.137171], [-0.008789, -0.799708, -3.558455], [-0.122395, 3.105929, 3.753641], [-0.518351, 2.914236, 4.603761], [-0.717565, 3.736659, 3.348437], [1.651068, -1.315882, -5.377448], [2.191367, -1.013135, -6.107287], [0.797446, -0.909030, -5.525879], [1.179732, -1.621663, 4.894381], [1.392682, -2.175071, 4.142962], [0.933242, -0.780176, 4.510485], [1.011485, -5.656120, -0.207699], [1.661731, -5.772802, 0.484982], [1.455984, -5.122949, -0.866783]], "forces_ev_per_a": [[-1.38, -0.99, 1.29], [0.48, -0.55, 0.27], [-0.19, -1.60, -3.20], [3.48, 0.98, 1.54], [-1.65, 3.36, -0.45], [-0.83, -2.79, 3.01], [0.19, 0.15, -0.65], [0.62, 2.68, 2.80], [-1.70, 1.22, -2.96], [3.22, -1.10, -1.10], [-2.52, -2.66, 1.10], [-0.44, -1.25, -0.33], [0.24, 1.56, -0.02], [0.16, 0.04, -0.47], [0.36, 0.07, -0.53], [-0.14, 0.12, 0.04], [-0.23, 0.16, -0.22], [-0.27, 0.39, 0.73], [-0.06, -0.04, -0.10], [-0.12, 0.38, -0.40], [-0.07, -0.03, 0.14], [0.01, -0.18, -0.54], [-0.06, 0.47, -0.27], [0.25, -0.64, 0.18], [-0.56, 0.19, 0.59], [0.36, -0.34, -0.06], [-0.60, 0.31, 0.73], [-0.36, 0.37, -0.08], [0.78, -0.29, -0.27], [-0.23, -0.20, 0.22], [-0.01, 0.29, -0.57], [0.21, -0.23, 0.41], [0.04, 0.51, -0.62], [0.17, 0.13, 0.52], [-0.41, -0.45, -0.20], [-0.10, 0.16, -0.10], [0.22, 0.25, -0.59], [-0.05, -0.62, 0.45], [-0.07, 0.27, -0.16], [-0.20, 0.03, 0.39], [0.22, -0.27, -0.16], [0.01, 0.45, 0.34], [0.14, 0.07, -0.75], [-0.26, -0.62, 0.51], [0.17, 0.11, -0.41], [-0.35, -0.25, 0.15], [0.09, 0.18, 0.33], [-0.22, -0.18, 0.27], [0.24, 0.15, 0.31], [0.34, 0.45, -0.53], [0.10, -0.06, 0.99], [0.24, -0.03, 0.16], [-0.54, -0.32, 0.11], [0.00, -0.12, -0.14], [0.00, 0.34, 0.23], [-0.43, 0.04, -0.27], [-0.02, 0.18, -0.77], [0.04, -0.74, 0.10], [0.09, 0.39, 0.46], [-0.15, 0.58, 0.04], [0.47, -0.21, 0.13], [-0.36, -0.17, 0.16], [-0.57, 0.06, 0.24], [-0.20, 0.22, -0.35], [0.55, -0.18, 0.27], [-0.34, 0.75, -0.12], [0.71, -0.79, -0.16], [-0.01, 0.00, -0.11], [0.41, 0.69, -1.32], [-0.20, -0.04, -0.13], [0.09, -0.08, 0.26], [-1.09, 0.56, 0.06], [0.93, -0.35, -0.27], [0.16, -0.03, 0.18], [0.52, 1.01, -0.57], [-0.34, -0.14, 0.15], [0.36, 0.03, 0.09], [-0.49, 0.10, -0.30], [0.14, -0.49, -0.11], [0.20, 0.29, 0.00], [-0.50, 0.07, -0.11], [0.44, -0.06, -0.10], [0.01, -0.16, 0.24], [-0.95, -0.79, 0.79], [0.14, 0.01, -0.46], [0.58, 0.76, -0.18], [0.83, -0.15, 0.67], [-0.35, -0.15, -0.59], [0.28, 0.07, 0.15], [0.03, -0.93, -0.71], [0.34, 0.19, 0.15], [-0.43, 0.35, 0.33], [0.35, -0.19, -0.76], [-0.50, 0.15, 0.24], [0.40, -0.29, 0.18], [0.72, -0.53, 0.24], [-0.03, 0.25, 0.33], [-0.58, 0.66, -0.20], [0.07, -0.38, 0.19], [0.20, 0.12, -0.09], [-0.40, 0.21, -0.05], [0.06, -0.76, 0.73], [0.13, -0.25, -0.23], [0.03, 0.36, -0.16], [-0.27, -0.46, -0.18], [0.27, -0.09, 0.29], [-0.05, 0.25, -0.31]]}

{"formula": "B3Cl3F12Hf", "method": "the ωB97M-V functional and the def2-TZVPD basis", "de_lowest_ev": 2.180, "multiplicity": 1, "charge": -2, "gap_ev": 9.1, "lumo_ha": 0.2013, "elements": ["Hf", "Cl", "Cl", "Cl", "B", "F", "F", "F", "F", "B", "F", "F", "F", "F", "B", "F", "F", "F", "F"], "coordinates": [[-15.454160, -0.583200, -24.526800], [-17.680520, -1.188410, -26.141650], [-13.422340, -1.177470, -22.671260], [-13.981170, -2.155310, -26.375710], [-16.931410, -2.531590, -22.956620], [-18.205790, -2.678290, -23.246110], [-16.463060, -3.213950, -21.925040], [-16.150880, -2.795020, -24.054520], [-16.646910, -1.192470, -22.686970], [-16.375300, 1.744980, -23.192210], [-16.482710, 2.993390, -23.666690], [-17.057530, 0.877980, -23.988700], [-15.150880, 1.241280, -23.197940], [-16.912060, 1.636240, -21.891890], [-14.130710, 1.538000, -26.136440], [-13.548070, 1.146810, -27.292490], [-15.439090, 1.177440, -25.998660], [-13.610450, 0.787360, -25.127420], [-13.936760, 2.894580, -25.884130]], "forces_ev_per_a": [[1.12, -1.96, -0.90], [1.58, 0.56, 1.01], [-1.45, 0.21, -1.33], [-1.20, 1.25, 1.40], [0.01, -0.58, 0.71], [-2.54, -0.50, -0.19], [0.37, -1.81, 2.14], [1.97, 0.30, -2.52], [0.79, 3.00, -0.44], [-3.06, 2.33, 3.21], [0.17, 1.40, -0.46], [-1.76, -2.16, -2.40], [4.13, -1.52, -0.16], [0.12, 0.28, -0.13], [2.19, 2.20, -0.99], [-0.07, 0.08, -1.20], [-3.61, -0.88, -0.32], [1.51, -2.10, 2.74], [-0.27, -0.11, -0.16]]}